Run w
Computed, not measured: a structure of composition C17H16N4O4, with ωB97M-V/def2-TZVPD.

XYZ file:
```
41
Properties=species:S:1:pos:R:3
C 1.295 -4.730 2.822
C 1.320 -3.525 1.740
O 0.701 -2.378 2.432
C 0.734 -1.340 1.651
C 1.556 -0.333 1.879
C 1.536 0.894 1.366
C 0.846 0.997 0.303
C -0.187 -0.207 -0.221
C -0.160 -1.381 0.570
O -0.879 -2.304 0.118
C -2.008 -2.811 1.252
H -2.414 -3.812 0.704
H -2.517 -2.091 1.109
H -1.460 -3.002 2.124
H -0.795 -0.180 -1.122
C 0.724 2.241 -0.556
C -0.632 2.703 -0.991
C -1.300 2.485 -2.090
N -2.836 2.829 -2.448
C -3.361 3.320 -1.312
N -2.902 3.429 -0.246
C -1.539 3.236 0.371
O -1.233 3.514 1.369
H -3.411 3.975 0.703
H -4.665 3.378 -1.700
O -0.792 2.032 -3.264
C 0.762 1.784 -3.231
C 1.143 1.961 -1.956
C 2.789 1.747 -1.887
N 3.888 1.654 -1.979
N 1.025 1.518 -4.347
H 2.057 1.059 -4.468
H 0.473 1.294 -5.069
H 1.261 2.984 -0.192
H 2.077 1.739 1.635
H 1.920 -0.251 3.060
H 0.696 -3.936 0.787
H 2.487 -3.294 1.742
H 1.794 -4.594 3.742
H 0.190 -5.052 3.245
H 1.817 -5.550 2.356
```

Values from the calculation:
Gap between HOMO and LUMO, eV: 8.489
E_LUMO, eV: 0.344


Run x
Computed, not measured: the molecule C17H16N4O4, with ωB97M-V/def2-TZVPD.

XYZ file:
```
41
Properties=species:S:1:pos:R:3
C 0.902 1.373 3.153
C 1.281 1.209 1.685
O 1.106 -0.121 1.223
C -0.111 -0.734 1.247
C -0.053 -2.120 1.417
C -1.189 -2.900 1.413
C -2.431 -2.308 1.255
C -2.509 -0.943 1.076
C -1.367 -0.146 1.047
N -1.536 1.245 0.804
C -2.041 1.838 -0.300
O -2.282 3.025 -0.325
C -2.274 0.964 -1.539
N -1.313 -0.079 -1.729
N -1.695 -1.352 -1.846
C -0.621 -2.091 -1.965
C 0.545 -1.289 -1.919
C 1.924 -1.511 -1.963
C 2.758 -0.430 -1.843
C 2.235 0.867 -1.687
N 3.152 1.960 -1.520
O 4.332 1.750 -1.708
O 2.691 3.033 -1.184
C 0.879 1.132 -1.657
C 0.040 0.032 -1.766
H 1.514 0.719 3.770
H 1.068 2.402 3.459
H -0.142 1.115 3.322
H 0.745 1.927 1.055
H 2.353 1.386 1.559
H 0.925 -2.559 1.543
H -1.106 -3.968 1.543
H -3.330 -2.904 1.264
H -3.467 -0.464 0.944
H -1.403 1.880 1.583
H -3.255 0.487 -1.465
H -2.286 1.644 -2.399
H -0.701 -3.153 -2.075
H 2.315 -2.510 -2.076
H 3.830 -0.544 -1.854
H 0.514 2.142 -1.548
```

Values from the calculation:
SMILES string: CCOc1ccccc1NC(=O)Cn1ncc2ccc([N+](=O)[O-])cc21
Gap between HOMO and LUMO, eV: 8.123
E_LUMO, eV: -0.631


Least stable = run w


Run w
Computed, not measured: a cluster of 2 separate species, C5H11O2 in total, with ωB97M-V/def2-TZVPD.

XYZ file:
```
18
Properties=species:S:1:pos:R:3
C -1.164 0.205 -2.096
C -2.595 0.115 -2.699
H -0.348 0.159 -2.766
H -1.096 1.077 -1.396
H -0.865 -0.717 -1.571
H -3.465 0.372 -2.069
H -2.822 -0.969 -2.916
H -2.507 0.638 -3.746
C 1.663 0.309 1.581
C 1.294 1.821 1.500
C 0.621 -0.663 0.897
O -0.459 -0.830 1.416
O 0.970 -1.408 -0.024
H 2.641 0.262 1.127
H 1.739 -0.118 2.484
H 2.339 2.370 1.604
H 0.689 2.092 2.361
H 0.688 2.018 0.645
```

Values from the calculation:
Gap between HOMO and LUMO, eV: 7.431
E_LUMO, eV: 3.982
Total charge: -1


Run x
Computed, not measured: a cluster of 2 separate species, C5H11O2 in total, with ωB97M-V/def2-TZVPD.

XYZ file:
```
18
Properties=species:S:1:pos:R:3
C 1.261 -0.701 -1.537
C 1.159 -0.111 -2.950
C 0.120 -1.715 -1.381
H 2.240 -1.119 -1.254
H 1.116 0.014 -0.719
H 0.661 0.859 -2.949
H -0.225 -1.786 -0.347
H -0.869 -1.234 -1.574
H 0.609 -0.819 -3.578
H 2.161 -0.017 -3.375
H 0.367 -2.655 -1.869
C -1.365 0.984 2.765
C -0.577 0.590 1.422
O 0.360 -0.219 1.586
O -0.878 1.335 0.458
H -1.306 2.077 2.755
H -0.837 0.673 3.658
H -2.373 0.569 2.697
```

Values from the calculation:
Gap between HOMO and LUMO, eV: 8.068
E_LUMO, eV: 4.150
Total charge: -1


Run y
Computed, not measured: a cluster of 2 separate species, C5H11O2 in total, with ωB97M-V/def2-TZVPD.

XYZ file:
```
18
Properties=species:S:1:pos:R:3
C -1.041 0.556 0.227
O -2.321 0.853 -0.062
C -0.145 0.199 -1.020
C 1.344 0.349 -0.671
C 1.873 -0.792 0.128
C 2.916 -1.564 -0.198
H -0.492 1.364 0.762
H -0.960 -0.356 0.866
H -0.518 0.978 -1.696
H -0.289 -0.803 -1.419
H 1.904 0.492 -1.601
H 1.503 1.311 -0.171
H 1.309 -1.089 1.010
H 3.745 -1.207 -0.801
H 2.951 -2.619 0.053
H -4.607 0.395 1.531
H -3.229 0.962 1.150
O -3.942 0.973 1.912
```

Values from the calculation:
Gap between HOMO and LUMO, eV: 6.872
E_LUMO, eV: 3.662
Total charge: -1


Run z
Computed, not measured: a cluster of 2 separate species, C5H11O2 in total, with ωB97M-V/def2-TZVPD.

XYZ file:
```
18
Properties=species:S:1:pos:R:3
C -1.096 -0.720 -0.604
C -2.442 -1.255 -0.022
C -0.858 0.654 -0.083
H -0.297 -1.356 -0.196
H -1.283 -0.970 -1.772
H -2.820 -2.159 -0.650
H -3.363 -0.615 -0.332
H 0.114 0.880 0.205
H -0.939 1.334 -0.849
H -2.201 -1.174 0.967
H -1.740 0.884 0.700
C 2.486 0.081 0.781
C 2.471 1.344 -0.116
O 2.516 2.476 0.525
O 2.199 1.262 -1.302
H 3.263 -0.015 1.519
H 2.587 -0.814 0.170
H 1.403 0.164 1.059
```

Values from the calculation:
Gap between HOMO and LUMO, eV: 7.137
E_LUMO, eV: 3.536
Total charge: -1


Least stable = run y


Run w
Computed, not measured: a cluster of 3 separate species, CH2N3O3 in total, with ωB97M-V/def2-TZVPD.

XYZ file:
```
9
Properties=species:S:1:pos:R:3
C 0.567 1.445 -1.077
N -0.807 -0.740 -0.431
N 0.373 -1.544 2.358
N 0.343 -0.874 -0.062
O 1.156 0.871 -0.127
O 0.859 2.533 -1.494
O -0.537 -2.365 2.356
H -0.428 0.885 -1.463
H -1.526 -0.210 -0.061
```

Values from the calculation:
Gap between HOMO and LUMO (alpha / beta), eV: 6.713 / 7.486
E_LUMO (alpha / beta), eV: 3.688 / 3.244
Total charge: -1


Run x
Computed, not measured: the ion CH2N3O3 with charge -1, with ωB97M-V/def2-TZVPD.

XYZ file:
```
9
Properties=species:S:1:pos:R:3
N -1.670 0.427 -0.861
N -0.307 0.451 -0.840
N 0.206 -0.503 -0.021
O -0.569 -1.258 0.689
C 1.793 -0.208 0.509
O 2.620 -1.008 0.165
O 1.801 0.788 1.193
H -1.824 -0.087 0.040
H -2.049 1.397 -0.873
```

Values from the calculation:
SMILES string: N/N=[N+](\[O-])C(=O)[O-]
Gap between HOMO and LUMO, eV: 8.677
E_LUMO, eV: 4.389
Total charge: -1


Run y
Computed, not measured: a structure of composition CH2N3O3, with ωB97M-V/def2-TZVPD.

XYZ file:
```
9
Properties=species:S:1:pos:R:3
C 2.527 -0.372 -0.347
N 0.155 -1.089 -0.405
N -1.067 -1.262 -0.596
N 0.937 -0.190 -0.382
O 3.094 0.682 -0.214
O 2.824 -1.534 -0.453
O 0.597 1.499 -0.777
H 1.489 1.788 -0.560
H -1.268 -2.262 -0.466
```

Values from the calculation:
Gap between HOMO and LUMO, eV: 8.953
E_LUMO, eV: 4.254
Total charge: -1


Least stable = run w


Run w
Computed, not measured: a cluster of 2 separate species, C2H8OS in total, with ωB97M-V/def2-TZVPD.

XYZ file:
```
12
Properties=species:S:1:pos:R:3
C 1.016 -0.743 -0.830
C 0.510 -0.689 0.589
S 0.637 1.036 1.197
H 2.045 -0.386 -0.912
H 0.405 -0.140 -1.500
H 1.015 -1.761 -1.219
H -0.534 -0.991 0.650
H 1.072 -1.325 1.272
H 0.091 0.842 2.398
O -2.285 1.040 -0.525
H -1.472 1.286 -0.045
H -2.501 1.831 -1.075
```

Values from the calculation:
SMILES string: CCS.O
Gap between HOMO and LUMO, eV: 10.246
E_LUMO, eV: 0.840


Run x
Computed, not measured: a cluster of 2 separate species, C2H8OS in total, with ωB97M-V/def2-TZVPD.

XYZ file:
```
12
Properties=species:S:1:pos:R:3
C -0.954 -1.222 0.303
S -0.857 0.377 -0.484
C 0.781 0.315 -1.266
H -0.372 -1.182 1.220
H -0.747 -2.033 -0.381
H -1.921 -1.432 0.748
H 0.681 0.762 -2.257
H 1.693 0.658 -0.805
H 0.832 -0.678 -1.723
O 1.608 0.325 1.748
H 0.695 0.071 1.923
H 1.605 0.897 0.980
```

Values from the calculation:
SMILES string: CSC.O
Gap between HOMO and LUMO, eV: 9.855
E_LUMO, eV: 0.877


Least stable = run x